(1)
The following is a DFT calculation (ωB97M-V/def2-TZVPD) of an isolated molecule of C3H4N2O in a non-equilibrium geometry.

The electronic energy comes out at -8198.6467 eV. Its HOMO energy (alpha / beta) is -7.5 / -7.8 eV. The calculation puts the relative energy (zero: lowest compared OMol25 entry of this formula, charge and spin) at 5.239 eV. As for the HOMO-LUMO gap (alpha / beta): 6.7 / 7.5 eV.

```
10
Properties=species:S:1:pos:R:3:nbo_charge:R:1
C -0.67 -0.07 1.07 -0.04
C 0.50 0.03 -1.47 0.74
C 0.48 0.65 1.26 -0.55
N -1.15 -0.71 -0.03 -0.36
N -0.44 -0.78 -1.15 -0.40
O 1.43 0.25 -2.14 -0.44
H -1.44 -0.12 1.92 0.21
H 1.30 0.46 0.48 0.18
H 0.74 1.42 2.08 0.24
H -0.76 -1.12 -2.01 0.42
```

***

(2)
The following is a DFT calculation (ωB97M-V/def2-TZVPD) of a cluster of 2 separate species, C5H14NO in total in a non-equilibrium geometry.

The electronic energy comes out at -8938.8190 eV. Its HOMO energy is -11.9 eV. The calculation puts the relative energy (zero: lowest compared OMol25 entry of this formula, charge and spin) at 5.189 eV. The charge is +1. As for the HOMO-LUMO gap: 4.0 eV.

```
21
Properties=species:S:1:pos:R:3:nbo_charge:R:1
C -0.59 0.67 1.07 -0.24
O -1.73 0.90 0.13 -0.60
C 0.70 0.96 0.42 0.47
C 1.08 0.34 -0.89 -0.54
C 2.51 -0.16 -0.82 -0.38
C 3.05 -0.85 0.50 -0.61
N -5.06 -0.85 -0.22 -1.10
H -0.79 -0.36 1.27 0.27
H -0.81 1.30 1.98 0.23
H -1.58 1.76 -0.26 0.48
H 1.02 1.94 0.67 0.21
H 0.43 -0.54 -1.03 0.26
H 1.06 1.13 -1.66 0.32
H 2.65 -0.84 -1.67 0.25
H 3.16 0.69 -0.93 0.22
H 4.11 -1.02 0.47 0.25
H 2.97 -0.18 1.28 0.20
H 2.50 -1.76 0.61 0.22
H -4.85 -1.58 0.46 0.36
H -5.53 -1.37 -0.92 0.37
H -4.30 -0.21 -0.46 0.37
```

***

(3)
The following is a DFT calculation (ωB97M-V/def2-TZVPD) of a structure of composition C4BiF6NO8S2.

The electronic energy comes out at -65832.1787 eV. Its HOMO energy is -10.6 eV. The calculation puts the relative energy (zero: lowest compared OMol25 entry of this formula, charge and spin) at 0.043 eV. As for the HOMO-LUMO gap: 8.9 eV.

```
22
Properties=species:S:1:pos:R:3:nbo_charge:R:1
Bi -0.97 1.86 -1.18 2.10
O -4.91 1.13 -0.39 -0.49
C -3.75 1.38 -0.40 0.66
O -3.00 1.52 -1.50 -0.86
C -2.95 1.61 0.93 0.66
O -3.47 1.56 2.00 -0.48
O -1.64 1.89 0.76 -0.84
F 3.81 1.55 1.48 -0.30
C 2.94 0.57 1.69 0.76
F 2.17 0.87 2.72 -0.29
F 3.58 -0.56 1.91 -0.29
S 1.92 0.40 0.16 2.23
O 1.18 1.66 0.07 -1.00
O 2.79 0.08 -0.93 -0.89
N 0.97 -0.78 0.62 -1.19
S -0.13 -1.36 -0.29 2.25
O -1.12 -2.08 0.41 -0.84
O -0.65 -0.32 -1.26 -1.05
C 0.67 -2.53 -1.49 0.75
F -0.27 -3.33 -1.97 -0.29
F 1.57 -3.24 -0.84 -0.29
F 1.24 -1.88 -2.49 -0.29
```

***

(4)
The following is a DFT calculation (ωB97M-V/def2-TZVPD) of a structure of composition C19H46O9Si2 in a non-equilibrium geometry.

The electronic energy comes out at -54624.0903 eV. Its HOMO energy is -9.1 eV. As for the HOMO-LUMO gap: 9.2 eV.

```
76
Properties=species:S:1:pos:R:3:mulliken_charge:R:1
C 3.75 -5.66 -1.63 -1.14
C 4.36 -4.98 -3.00 0.44
C 5.80 -4.18 -2.71 -1.07
C 3.39 -3.91 -3.76 -0.77
Si 1.52 -4.04 -3.38 0.57
O 0.97 -2.37 -3.02 -0.46
Si -0.52 -2.66 -2.07 0.52
C -1.86 -3.33 -3.27 -0.61
C -2.48 -4.78 -2.80 -0.36
O -1.62 -5.56 -1.89 -0.25
C -1.04 -6.74 -2.57 0.22
O -1.21 -7.99 -2.06 -0.51
H 3.34 -4.90 -0.84 0.25
H 2.90 -6.47 -1.83 0.27
H 4.63 -6.25 -1.09 0.32
H 4.65 -5.87 -3.72 0.21
H 6.53 -4.79 -2.03 0.32
H 5.57 -3.10 -2.25 0.28
H 6.24 -3.96 -3.79 0.27
H 3.62 -4.00 -4.93 0.33
H 3.76 -2.82 -3.45 0.26
H 0.74 -4.58 -4.52 -0.18
H 1.15 -4.83 -2.22 -0.20
H -0.17 -3.59 -0.98 -0.08
H -0.94 -1.38 -1.50 -0.20
H -1.47 -3.47 -4.39 0.29
H -2.72 -2.51 -3.34 0.41
H -3.54 -4.54 -2.32 0.25
H -2.70 -5.39 -3.80 0.33
H -0.43 -6.65 -3.58 0.29
C -3.53 -2.20 1.25 -0.82
O -3.70 -0.95 0.60 -0.08
C -5.06 -0.66 0.26 -0.54
C -5.55 0.67 0.86 -0.30
O -5.56 0.79 2.29 -0.47
C -4.31 0.72 2.97 -0.35
C -3.26 1.79 2.64 -0.44
O -2.82 1.75 1.29 -0.12
C -2.96 2.97 0.58 -0.85
H -3.22 -2.95 0.52 0.12
H -2.73 -2.09 1.99 0.25
H -4.43 -2.53 1.78 0.44
H -5.74 -1.47 0.55 0.40
H -5.10 -0.58 -0.83 0.33
H -6.59 0.79 0.55 0.44
H -5.03 1.52 0.43 0.03
H -3.90 -0.28 2.88 0.05
H -4.56 0.83 4.03 0.43
H -2.37 1.59 3.26 0.32
H -3.63 2.79 2.92 0.37
H -3.69 3.65 1.04 0.43
H -3.29 2.75 -0.43 0.24
H -1.99 3.47 0.53 0.13
C 3.29 7.25 0.49 -0.85
O 3.22 5.91 0.94 -0.25
C 4.11 5.60 2.00 -0.46
C 3.39 5.05 3.24 -0.23
O 2.43 5.90 3.89 -0.47
C 1.28 6.27 3.14 -0.42
C 0.33 5.15 2.67 -0.42
O 0.96 4.25 1.76 -0.22
C 0.90 2.89 2.14 -0.83
H 3.93 7.31 -0.40 0.25
H 2.29 7.58 0.21 0.24
H 3.66 7.94 1.26 0.42
H 4.72 6.46 2.28 0.35
H 4.79 4.83 1.63 0.37
H 4.16 4.85 4.00 0.43
H 2.95 4.08 3.05 0.00
H 1.56 6.92 2.32 0.08
H 0.69 6.91 3.82 0.44
H -0.50 5.62 2.13 0.36
H -0.09 4.63 3.54 0.36
H 0.73 2.75 3.22 0.43
H 1.86 2.42 1.89 0.24
H 0.11 2.39 1.58 0.18
```

***

(5)
The following is a DFT calculation (ωB97M-V/def2-TZVPD) of a structure of composition C40H54BaNO6P3S2 in a non-equilibrium geometry.

The electronic energy comes out at -106371.0203 eV. Its HOMO energy is -5.8 eV. The calculation puts the relative energy (zero: lowest compared OMol25 entry of this formula, charge and spin) at 1.347 eV. As for the HOMO-LUMO gap: 5.5 eV.

```
107
Properties=species:S:1:pos:R:3:mulliken_charge:R:1
Ba 0.51 0.07 1.70 1.13
C -2.14 2.59 -1.58 -0.87
C -2.27 1.18 -2.06 0.67
C -3.21 0.31 -1.49 -0.29
C -3.32 -1.00 -1.93 -0.73
C -2.51 -1.47 -2.96 -0.45
C -1.58 -0.61 -3.53 -0.44
C -1.46 0.69 -3.08 -0.48
H -3.12 3.05 -1.42 0.35
H -1.58 3.20 -2.29 0.39
H -1.62 2.63 -0.62 -0.04
H -3.84 0.67 -0.69 0.40
H -4.05 -1.66 -1.47 0.41
H -2.61 -2.49 -3.32 0.45
H -0.96 -0.95 -4.35 0.45
H -0.73 1.35 -3.54 0.32
C 5.67 -3.77 -0.48 -1.13
C 5.56 -3.20 0.92 0.75
C 6.36 -4.00 1.93 -1.73
O 4.16 -3.24 1.32 -0.39
P 3.23 -1.98 1.51 -0.14
O 1.95 -2.35 2.15 -0.77
C 2.99 -1.27 -0.14 -0.62
P 1.59 -1.97 -1.04 0.57
O 0.30 -1.54 -0.48 -0.41
O 1.80 -1.48 -2.51 -0.12
C 2.35 -2.13 -3.70 0.56
C 3.81 -2.47 -3.49 -1.14
C 1.52 -3.33 -4.10 -1.02
O 1.84 -3.53 -1.05 0.16
C 0.98 -4.44 -0.26 0.74
C -0.27 -4.76 -1.05 -1.43
C 1.83 -5.65 0.04 -1.23
O 4.04 -0.82 2.19 -0.31
C 4.39 -0.61 3.62 0.80
C 3.87 -1.72 4.51 -0.86
C 5.89 -0.43 3.68 -1.51
H 6.71 -3.82 -0.78 0.51
H 5.13 -3.17 -1.21 -0.05
H 5.26 -4.78 -0.49 0.28
H 5.89 -2.15 0.93 0.42
H 6.00 -5.03 1.94 0.37
H 6.26 -3.59 2.93 0.34
H 7.41 -4.00 1.65 0.42
H 3.89 -1.44 -0.72 0.32
H 2.88 -0.19 -0.08 0.74
H 2.26 -1.35 -4.45 0.39
H 3.92 -3.25 -2.73 0.04
H 4.39 -1.59 -3.19 0.29
H 4.24 -2.85 -4.42 0.55
H 1.67 -4.16 -3.40 0.05
H 1.83 -3.66 -5.09 0.56
H 0.47 -3.08 -4.13 0.21
H 0.73 -3.92 0.67 0.19
H -0.02 -5.28 -1.97 0.31
H -0.82 -3.84 -1.28 0.26
H -0.92 -5.40 -0.45 0.49
H 2.14 -6.14 -0.89 0.31
H 1.26 -6.37 0.63 0.43
H 2.72 -5.37 0.61 0.07
H 3.88 0.32 3.87 0.11
H 4.30 -2.69 4.24 0.17
H 2.78 -1.79 4.48 0.01
H 4.16 -1.49 5.54 0.47
H 6.40 -1.37 3.45 0.20
H 6.17 -0.12 4.68 0.47
H 6.21 0.33 2.97 0.36
S 0.20 3.18 1.72 -0.34
P -1.66 2.79 2.41 0.57
S -2.38 0.95 2.09 -0.58
C -1.79 3.23 4.16 0.86
C -2.51 2.44 5.05 -0.53
C -2.65 2.82 6.37 -0.60
C -2.07 4.00 6.82 -0.42
C -1.34 4.79 5.94 -0.80
C -1.20 4.41 4.62 -0.69
C -2.81 3.97 1.62 0.52
C -2.35 5.11 0.96 -0.15
C -3.25 6.00 0.39 -0.65
C -4.61 5.75 0.47 -0.44
C -5.08 4.62 1.13 -0.67
C -4.18 3.73 1.70 -0.72
H -2.93 1.50 4.70 0.35
H -3.19 2.19 7.06 0.44
H -2.18 4.30 7.85 0.46
H -0.88 5.70 6.29 0.39
H -0.61 5.01 3.93 0.42
H -1.28 5.28 0.89 0.40
H -2.89 6.88 -0.12 0.40
H -5.32 6.44 0.03 0.39
H -6.14 4.43 1.20 0.40
H -4.54 2.84 2.20 0.39
C 1.08 0.66 4.40 -1.41
C 0.57 0.52 5.73 0.68
C 0.27 1.64 6.54 -0.31
C -0.30 1.49 7.79 -0.77
C -0.60 0.22 8.30 0.39
C -0.31 -0.90 7.51 -0.73
C 0.25 -0.75 6.26 -0.62
C -1.18 0.08 9.60 0.03
N -1.66 -0.04 10.64 -0.62
H 1.69 -0.20 4.10 0.49
H 1.56 1.62 4.17 0.27
H 0.47 2.63 6.17 0.53
H -0.52 2.37 8.39 0.54
H -0.54 -1.89 7.89 0.44
H 0.44 -1.63 5.66 0.37
```

***

(6)
The following is a DFT calculation (ωB97M-V/def2-TZVPD) of a cluster of 10 separate species, C15H32N11O19 in total in a non-equilibrium geometry.

The electronic energy comes out at -71332.6038 eV. Its HOMO energy is -12.1 eV. The charge is +1. As for the HOMO-LUMO gap: 6.2 eV.

```
77
Properties=species:S:1:pos:R:3:mulliken_charge:R:1
N 3.84 1.94 -0.29 -0.39
C 3.76 1.74 -1.42 0.50
O 3.87 1.73 -2.79 -0.25
C 4.61 2.90 -3.13 0.15
C 3.84 4.14 -3.29 0.00
C 4.61 5.36 -3.62 -0.54
C 6.06 5.24 -3.75 -0.22
N 6.72 4.03 -3.60 -0.02
C 6.05 2.86 -3.31 -0.20
H 2.72 4.16 -3.17 0.45
H 4.08 6.33 -3.75 0.40
H 6.70 6.12 -3.96 0.40
H 7.74 3.95 -3.70 0.31
H 6.57 1.88 -3.18 0.43
C 0.62 1.87 0.21 -0.97
N -0.70 2.04 0.86 1.04
O -0.83 1.60 1.99 -0.56
O -1.57 2.60 0.22 -0.51
H 1.28 1.35 0.90 0.34
H 0.47 1.28 -0.69 0.33
H 1.01 2.86 -0.02 0.34
C -0.69 3.25 4.60 -0.65
N 0.08 4.15 5.49 0.88
O -0.37 4.37 6.60 -0.52
O 1.12 4.60 5.05 -0.55
H -1.59 2.93 5.12 0.31
H -0.95 3.82 3.71 0.24
H -0.06 2.40 4.36 0.29
C 2.64 -1.81 -3.61 -0.73
N 1.49 -1.68 -2.67 0.82
O 0.83 -2.67 -2.46 -0.50
O 1.29 -0.58 -2.18 -0.50
H 2.69 -2.84 -3.96 0.33
H 2.46 -1.13 -4.44 0.28
H 3.54 -1.54 -3.06 0.25
C 6.82 2.04 1.54 -0.61
N 8.25 1.98 1.11 0.87
O 8.54 2.52 0.06 -0.55
O 9.01 1.40 1.85 -0.50
H 6.26 2.59 0.79 0.21
H 6.46 1.02 1.62 0.27
H 6.78 2.55 2.50 0.30
C -1.07 -5.38 -2.28 -0.37
N -0.92 -6.66 -3.03 0.93
O -0.77 -7.67 -2.37 -0.53
O -0.96 -6.60 -4.24 -0.55
H -1.02 -5.59 -1.22 0.13
H -0.26 -4.73 -2.59 0.13
H -2.04 -4.96 -2.54 0.30
C -4.21 2.61 2.13 -0.53
N -5.52 2.74 2.81 0.94
O -5.62 2.30 3.93 -0.55
O -6.41 3.29 2.18 -0.56
H -3.51 2.11 2.80 0.27
H -4.36 2.03 1.23 0.10
H -3.85 3.61 1.89 0.33
C -4.67 -0.57 -1.64 -0.79
N -3.88 -0.13 -0.45 0.88
O -2.68 0.03 -0.60 -0.49
O -4.49 0.02 0.59 -0.53
H -3.99 -0.66 -2.49 0.31
H -5.13 -1.52 -1.39 0.28
H -5.42 0.20 -1.83 0.32
C -3.24 -7.45 1.43 -0.68
N -2.30 -6.29 1.38 0.80
O -1.27 -6.38 2.01 -0.52
O -2.65 -5.34 0.70 -0.43
H -2.80 -8.22 2.06 0.31
H -4.18 -7.09 1.84 0.25
H -3.36 -7.81 0.41 0.28
C -6.58 -2.21 2.74 -0.63
N -6.39 -3.47 1.97 0.92
O -6.17 -4.48 2.60 -0.53
O -6.47 -3.39 0.76 -0.53
H -6.47 -2.42 3.80 0.31
H -5.81 -1.51 2.41 0.18
H -7.57 -1.83 2.52 0.29
```